DFT (ωB97M-V/def2-TZVPD) results for a 13-piece molecular cluster, C64H84ClN14O3PS overall in a non-equilibrium geometry.

Cartesian coordinates (Å):
C 0.07 2.88 2.36
O -0.14 1.47 2.58
C 0.45 0.66 1.54
C -0.54 0.39 0.28
C -1.46 -0.86 0.15
C -1.46 -1.92 1.35
C -2.90 -2.21 2.03
C -3.84 -0.93 2.22
C -5.32 -1.21 1.63
O -5.82 -2.54 2.00
C -2.35 -1.04 -1.17
P -3.38 -2.62 -1.26
C -2.09 -4.01 -1.56
O -4.45 -2.66 -2.60
C -2.29 0.08 -2.24
C -3.18 -0.01 -3.57
C -4.69 0.51 -3.41
C -5.19 0.69 -1.91
Cl -5.88 -0.52 -4.42
C -1.37 1.36 -2.13
N -1.22 2.43 -3.11
S -0.04 3.47 -2.41
N 0.34 2.72 -0.89
C -0.46 1.53 -0.86
H 0.08 3.42 3.38
H -0.78 3.36 1.74
H 1.04 3.15 1.83
H 0.87 -0.32 1.97
H 1.37 1.18 1.07
H -1.11 -2.92 0.90
H -0.73 -1.68 2.19
H -3.38 -3.07 1.46
H -2.67 -2.63 3.09
H -4.01 -0.80 3.36
H -3.39 0.06 1.87
H -5.38 -1.11 0.49
H -6.05 -0.48 2.15
H -5.69 -3.16 1.25
H -1.05 -3.72 -1.22
H -2.16 -4.34 -2.65
H -2.43 -4.90 -0.92
H -4.08 -3.24 -3.32
H -2.68 0.66 -4.37
H -3.10 -1.08 -4.01
H -4.74 1.55 -3.90
H -6.21 1.23 -1.92
H -4.50 1.36 -1.28
H -5.26 -0.32 -1.38
N -0.35 6.15 0.20
C -0.81 6.73 1.35
C -0.16 7.93 1.51
C 0.72 8.08 0.41
C 0.57 6.97 -0.38
H -0.65 5.26 -0.16
H -1.55 6.24 1.96
H -0.30 8.62 2.32
H 1.38 8.91 0.21
H 1.05 6.69 -1.31
N -1.74 -0.01 5.80
C -2.86 0.75 5.98
C -3.29 0.57 7.28
C -2.39 -0.32 7.90
C -1.44 -0.66 6.96
H -1.22 -0.07 4.94
H -3.26 1.35 5.18
H -4.16 1.04 7.72
H -2.43 -0.68 8.92
H -0.58 -1.31 7.03
N -3.47 -1.65 -7.17
C -3.20 -2.79 -7.88
C -2.02 -2.60 -8.55
C -1.55 -1.30 -8.23
C -2.47 -0.74 -7.37
H -4.28 -1.50 -6.59
H -3.87 -3.63 -7.85
H -1.54 -3.32 -9.20
H -0.64 -0.83 -8.58
H -2.49 0.23 -6.89
N -0.79 -7.18 0.32
C -0.51 -8.31 -0.39
C 0.67 -8.11 -1.06
C 1.13 -6.81 -0.73
C 0.21 -6.26 0.13
H -1.60 -7.04 0.91
H -1.18 -9.16 -0.36
H 1.15 -8.82 -1.71
H 2.03 -6.34 -1.08
H 0.18 -5.30 0.61
N 3.43 -2.18 -0.72
C 2.23 -1.61 -1.05
C 2.49 -0.42 -1.69
C 3.89 -0.27 -1.76
C 4.45 -1.37 -1.16
H 3.55 -3.05 -0.24
H 1.30 -2.09 -0.80
H 1.74 0.26 -2.07
H 4.44 0.55 -2.20
H 5.48 -1.65 -1.00
N 6.57 3.26 -1.05
C 7.88 2.89 -0.90
C 7.91 1.78 -0.09
C 6.57 1.47 0.26
C 5.77 2.41 -0.36
H 6.25 4.05 -1.60
H 8.67 3.44 -1.38
H 8.80 1.25 0.22
H 6.23 0.66 0.88
H 4.69 2.53 -0.35
N 7.79 0.18 -3.04
C 8.67 -0.87 -2.98
C 9.18 -1.07 -4.24
C 8.59 -0.11 -5.09
C 7.74 0.65 -4.32
H 7.27 0.55 -2.26
H 8.85 -1.38 -2.04
H 9.90 -1.83 -4.51
H 8.77 0.02 -6.15
H 7.11 1.49 -4.58
N -4.08 10.57 -0.69
C -4.19 10.45 0.67
C -3.51 9.32 1.05
C -2.97 8.74 -0.13
C -3.34 9.53 -1.18
H -4.49 11.31 -1.24
H -4.74 11.18 1.25
H -3.41 8.95 2.06
H -2.38 7.84 -0.19
H -3.14 9.45 -2.24
N 0.54 -3.62 8.75
C 0.56 -3.69 10.11
C -0.60 -4.31 10.52
C -1.33 -4.63 9.35
C -0.61 -4.19 8.27
H 1.26 -3.20 8.18
H 1.39 -3.29 10.68
H -0.88 -4.52 11.54
H -2.29 -5.13 9.30
H -0.80 -4.24 7.21
N 7.54 0.06 3.24
C 6.71 0.12 4.33
C 6.58 -1.16 4.82
C 7.37 -2.01 4.01
C 7.95 -1.23 3.05
H 7.81 0.85 2.68
H 6.28 1.05 4.65
H 5.98 -1.44 5.68
H 7.49 -3.08 4.13
H 8.62 -1.48 2.24
N 0.64 -5.03 -9.74
C 1.96 -5.26 -9.48
C 2.05 -6.30 -8.58
C 0.72 -6.71 -8.30
C -0.13 -5.92 -9.03
H 0.28 -4.33 -10.36
H 2.73 -4.67 -9.96
H 2.96 -6.71 -8.18
H 0.42 -7.51 -7.63
H -1.20 -5.91 -9.10
N -5.77 3.00 4.14
C -6.97 3.57 3.81
C -6.71 4.77 3.18
C -5.30 4.91 3.12
C -4.75 3.80 3.72
H -5.66 2.12 4.61
H -7.90 3.09 4.05
H -7.45 5.46 2.80
H -4.75 5.73 2.69
H -3.72 3.52 3.88

2S+1: 1
Strongest force on any atom in hartree/bohr: 0.1021
Gap between HOMO and LUMO in Ha: 0.2322